No. 1
A molecular structure, C44H49F2N5V in a non-equilibrium geometry, computed with ωB97M-V/def2-TZVPD.

Each line ends with the Mulliken spin population.
Geometry (Å):
V1 0.8996 -0.9780 0.0510  2.0665
F1 0.4703 0.5878 2.5019  0.0551
F2 1.3718 -2.7151 0.6312  0.0397
N1 3.2012 -2.5957 -6.3134  0.0003
N2 2.5396 -0.6013 -7.0616  0.0000
N3 1.4559 -0.0743 -2.1760  -0.0237
N4 -0.7173 -1.4075 -1.3945  0.1316
N5 2.3997 0.2038 0.0031  0.0717
C1 2.7535 3.6700 1.2454  0.0026
C2 2.8608 -1.1218 -9.5008  0.0001
C3 -1.8068 -2.5304 1.6702  0.0786
C4 4.3460 0.4595 -3.1579  0.0027
C5 3.7048 -3.6683 -8.5536  0.0000
C6 4.0447 1.2082 1.5118  -0.0026
C7 2.7397 -1.3405 -6.0097  -0.0006
C8 3.9849 -0.8089 -3.8555  0.0015
C9 -3.6469 -2.8463 -3.0950  -0.0143
C10 4.5083 2.3446 2.1677  0.0033
C11 3.8781 3.5695 2.0417  -0.0034
C12 -2.4026 -2.2671 -2.8758  0.0206
C13 3.8310 0.8072 -1.9825  -0.0072
C14 3.6786 -3.3709 -9.9019  0.0000
C15 1.3364 3.6630 -1.4852  -0.0005
C16 0.2266 -2.1506 -1.8696  0.0022
C17 2.8824 -1.4031 -8.1376  0.0001
C18 1.0289 2.7414 -0.3027  0.0400
C19 -4.5331 -3.0610 -2.0582  0.0175
C20 3.3006 -2.6615 -7.6878  -0.0001
C21 2.5685 -0.8941 -4.5988  0.0003
C22 2.1862 -2.0521 -3.6302  0.0242
C23 -4.1935 -2.6347 -0.7887  -0.0175
C24 2.2559 2.5623 0.5684  -0.0779
C25 4.8323 -0.0710 1.7326  0.0116
C26 -2.3535 -0.1060 0.9851  -0.0309
C27 -2.0371 -1.9274 -1.5554  0.0092
C28 -1.1774 -3.1629 -4.9080  -0.0003
C29 3.2625 -2.1155 -10.3692  0.0000
C30 4.0229 -1.2106 2.3471  0.0212
C31 2.7826 -0.0350 -1.3484  -0.0178
C32 1.5131 -1.5305 -2.3412  -0.0341
C33 2.9105 -1.5642 -1.6167  0.0373
C34 2.9090 1.3252 0.6945  -0.0492
C35 5.5923 -0.5439 0.4944  -0.0038
C36 3.5651 -1.9845 -2.9441  0.0039
C37 1.7245 0.3317 -4.5068  0.0001
C38 -1.5703 -1.9254 -4.1023  -0.0008
C39 1.2471 0.7129 -3.3275  0.0172
C40 -2.9659 -2.0450 -0.5097  -0.0178
C41 0.7443 -0.6012 1.9475  0.5728
C42 -2.7336 -1.5819 0.9104  -0.0098
C43 -2.3147 -0.9190 -4.9828  0.0004
C44 -0.1682 3.2736 0.4842  -0.0088
H1 5.5942 0.2015 2.4722  0.0006
H2 5.3855 2.2602 2.7963  0.0002
H3 2.5388 -0.1540 -9.8546  0.0000
H4 2.1649 3.2847 -2.0853  0.0002
H5 -0.5248 -2.8821 -5.7355  0.0004
H6 5.0734 1.1029 -3.6357  0.0003
H7 0.9422 -1.3004 2.7694  -0.0092
H8 -3.7128 -1.6526 1.3992  -0.0022
H9 4.9179 -0.9421 -0.2581  -0.0004
H10 -3.2340 -1.3464 -5.3839  -0.0002
H11 -0.6470 -1.4261 -3.7981  0.0069
H12 3.2673 -1.5975 1.6658  0.0117
H13 -3.9286 -3.1169 -4.1029  0.0000
H14 0.0534 -3.2087 -2.0910  -0.0166
H15 2.2519 4.6234 1.1473  -0.0002
H16 3.1091 -2.1926 -0.7527  -0.0218
H17 6.2860 -1.3385 0.7689  -0.0005
H18 1.6067 4.6601 -1.1371  0.0000
H19 0.0249 4.2762 0.8642  -0.0004
H20 4.6910 -2.0309 2.6091  0.0008
H21 0.7546 1.7584 -0.7043  0.0341
H22 1.7513 -2.9513 -4.0633  -0.0019
H23 -5.4915 -3.5267 -2.2406  0.0013
H24 0.6716 1.6187 -3.1956  -0.0007
H25 -2.2406 -3.5309 1.6904  0.0046
H26 6.1633 0.2664 0.0407  0.0004
H27 3.5252 -0.8843 3.2590  -0.0006
H28 1.5461 0.8989 -5.4060  -0.0010
H29 4.0238 -4.6374 -8.1958  0.0000
H30 -0.6568 -3.8951 -4.2899  0.0005
H31 -0.8169 -2.6214 1.2213  -0.0161
H32 3.2586 -1.9275 -11.4331  0.0000
H33 -1.4139 0.1243 0.4768  0.1062
H34 -0.4016 2.6323 1.3290  0.0047
H35 -2.2500 0.2072 2.0233  -0.0050
H36 -2.0518 -3.6568 -5.3312  -0.0006
H37 -2.5774 -0.0278 -4.4148  -0.0003
H38 3.9865 -4.1224 -10.6139  0.0000
H39 -4.8993 -2.7546 0.0229  -0.0003
H40 4.1288 1.7173 -1.4810  -0.0004
H41 4.2599 4.4352 2.5640  -0.0003
H42 0.4640 3.7642 -2.1308  -0.0002
H43 -1.0454 3.3281 -0.1604  -0.0003
H44 -3.1298 0.5007 0.5191  0.0017
H45 3.3934 -3.3355 -5.6610  0.0002
H46 -1.6871 -0.6182 -5.8209  0.0003
H47 4.2439 -2.8317 -2.8886  -0.0012
H48 -1.6768 -2.1952 2.7002  -0.0054
H49 4.7750 -1.0854 -4.5551  -0.0004

* E_HOMO (spin up / spin down): -6.85 / -8.34 eV
* relative energy (zero: lowest compared OMol25 entry of this formula, charge and spin): 4.410 eV
* expectation value of S²: 3.77
* multiplicity: 4
* energy: -3123.4356 hartree
* Kohn-Sham gap (spin up / spin down): 6.834 / 7.926 eV

=====

No. 2
7 unconnected molecules or ions with the total composition C46H33BFNO15 in a non-equilibrium geometry, computed with ωB97M-V/def2-TZVPD.

Each line ends with the Mulliken charge.
Geometry (Å):
F1 -2.4231 0.9557 7.8658  -0.2846
O1 -7.0798 6.6077 8.0497  -0.5450
O2 1.0065 2.4730 -5.0793  -0.5709
O3 -0.4276 3.1940 4.0301  -0.6273
O4 -0.5947 4.6769 6.2576  -0.4842
O5 4.4191 3.4964 1.8650  -0.5676
O6 -5.1203 -0.5313 -5.9462  -0.5585
O7 3.7733 -5.8991 -1.2576  -0.5967
O8 -2.1959 7.2405 7.2868  -0.5078
O9 -0.4882 -0.3451 -3.3427  -0.3814
O10 2.4543 -1.5089 -2.7846  -0.5435
O11 1.5373 -1.4979 2.4526  -0.6003
O12 2.6182 -5.6575 -6.4419  -0.6003
O13 4.7851 -0.1411 -7.7547  -0.5565
O14 0.4118 -6.0099 -3.1768  -0.3946
O15 -4.2203 -6.1960 -5.7803  -0.5687
N1 -4.5725 7.2703 8.1080  -0.2986
C1 1.8755 1.8717 -5.6955  0.1812
C2 -0.7807 -5.5357 -5.1530  0.0225
C3 1.2969 4.5650 3.1941  -0.3174
C4 2.5146 4.6416 2.6485  -0.4323
C5 -0.6536 -6.0532 -3.7763  0.4277
C6 3.9161 0.4603 -7.1385  0.1776
C7 2.8846 -5.7126 -5.2492  0.2914
C8 2.7682 -4.5239 -4.3816  -0.1216
C9 -1.5536 -0.3885 -3.9422  0.4167
C10 3.6233 -7.0327 -3.3179  -0.4660
C11 -1.6807 0.1290 -5.3189  -0.0403
C12 2.6945 2.5465 -6.7217  -0.4931
C13 -5.2056 4.7708 8.0197  -0.0925
C14 0.7961 -0.8857 0.3013  -0.4065
C15 -3.2731 2.1799 7.8942  0.2010
C16 -5.7766 6.3068 8.0676  0.3070
C17 -4.0548 -0.4880 -5.3466  0.2523
C18 3.1954 -2.1211 -0.6332  -0.1494
C19 0.6879 3.2633 3.5326  0.5808
C20 3.3342 -6.9710 -4.6213  -0.5207
C21 2.6946 2.1255 2.7010  -0.4150
C22 1.0279 -0.8875 -1.0150  -0.4042
C23 -5.9392 3.3079 8.1354  -0.3505
C24 -3.1548 -6.1527 -5.1808  0.2980
C25 -2.7628 -0.9597 -3.3165  -0.4321
C26 -1.9457 -5.5815 -5.8065  -0.5589
C27 3.3037 3.4272 2.3625  0.3111
C28 -2.5776 3.6587 7.7536  0.2963
C29 -3.2816 6.5749 7.6932  0.2677
C30 -3.5914 4.9693 7.8123  0.3734
C31 -4.9239 1.9809 8.0700  -0.4404
C32 -2.8457 0.0832 -5.9723  -0.4471
C33 1.7476 -1.5009 1.2475  0.1388
C34 1.4769 2.0489 3.2466  -0.4173
C35 3.0970 -0.2145 -6.1123  -0.3633
C36 1.1997 4.9944 8.7588  -0.7875
C37 2.1464 0.4428 -5.4411  0.1394
C38 3.5070 -5.8440 -2.4503  0.3919
C39 3.6452 1.8891 -7.3929  -0.4244
C40 3.0574 -4.5856 -3.0782  0.0742
C41 -1.8628 -6.6244 -3.1506  -0.4345
C42 0.2444 3.6415 8.5783  -0.3691
C43 2.2439 -1.5059 -1.5795  0.4497
C44 -3.9278 -1.0055 -3.9699  -0.4437
C45 -3.0278 -6.6702 -3.8041  -0.4093
C46 2.9637 -2.1193 0.6830  -0.6615
B1 -0.9788 3.9747 7.5311  0.3187
H1 -1.7522 -7.0002 -2.1408  0.4465
H2 -0.0914 3.2120 9.6138  0.2648
H3 2.2978 4.7793 8.3574  0.2506
H4 -0.7845 0.5441 -5.7644  0.1520
H5 -2.6522 -1.3355 -2.3067  0.4892
H6 0.1155 -5.1206 -5.5985  0.2889
H7 4.0830 -2.5700 -1.0628  0.5559
H8 1.0167 1.1017 3.5013  0.5412
H9 1.5362 -0.0373 -4.6858  0.5201
H10 -4.8531 7.9608 7.3673  0.3055
H11 -1.3418 4.4150 5.6169  0.2768
H12 4.2553 2.3693 -8.1482  0.4113
H13 0.3407 -0.4401 -1.7227  0.7433
H14 -7.1042 3.2353 8.2505  0.3522
H15 3.3084 -1.2625 -5.9367  0.5892
H16 3.2864 1.2446 2.4841  0.4894
H17 1.2582 5.3742 9.8657  0.2589
H18 3.6508 -2.5668 1.3907  0.4681
H19 3.9536 -7.9484 -2.8423  0.4424
H20 2.4379 -3.6082 -4.8572  0.6516
H21 2.9767 -3.7234 -2.4277  -0.0107
H22 -4.8239 -1.4206 -3.5245  0.4328
H23 2.4832 3.5945 -6.8973  0.4218
H24 2.9748 5.5887 2.3937  0.4111
H25 -2.9562 0.4590 -6.9822  0.4506
H26 -3.9239 -7.0853 -3.3586  0.4118
H27 3.4149 -7.8332 -5.2719  0.4516
H28 0.8030 5.9023 8.1117  0.2091
H29 -2.0562 -5.2057 -6.8163  0.4667
H30 -5.4425 0.9225 8.1638  0.3035
H31 -0.0915 -0.4369 0.7308  0.5111
H32 0.9476 2.8279 8.0691  0.2020
H33 0.7052 5.4459 3.4109  0.4086

* E_HOMO: -9.59 eV
* SMILES string: CCB(O)c1c(F)ccc2c1C(=O)NC2=O.O=C1C=CC(=O)C=C1.O=C1C=CC(=O)C=C1.O=C1C=CC(=O)C=C1.O=C1C=CC(=O)C=C1.O=C1C=CC(=O)C=C1.O=C1C=CC(=O)C=C1
* energy: -3080.2181 hartree
* Kohn-Sham gap: 7.513 eV

=====

No. 3
A molecular structure, C40H50N5O3P2Ru in a non-equilibrium geometry, computed with ωB97M-V/def2-TZVPD.

Each line ends with the Mulliken spin population.
Geometry (Å):
Ru1 0.0868 0.4380 -0.0402  2.6084
P1 -1.8489 1.8727 -0.2190  0.1146
P2 -0.7415 0.0140 2.3889  0.2968
O1 0.0044 -4.2570 -2.8072  -0.0024
O2 3.9691 -0.8015 0.1528  0.1344
O3 3.4627 -0.8394 -5.8587  0.0136
N1 -4.2120 1.6742 1.0588  0.0050
N2 3.1049 -0.8881 -2.8854  0.0328
N3 1.1559 -1.9916 -2.3315  0.0434
N4 1.7229 -0.0705 -1.1916  0.1111
N5 -3.3995 0.0684 3.0477  0.0020
C1 -2.5188 0.5301 2.2222  -0.0099
C2 3.6588 -1.9499 -3.6656  0.0206
C3 3.8210 0.5201 -0.0592  0.0322
C4 -7.4037 0.9961 2.6415  -0.0006
C5 -0.8037 1.9705 4.4939  0.0052
C6 -1.2466 3.5906 0.2820  -0.0051
C7 -2.6553 -2.7007 -0.8205  -0.0148
C8 -0.7484 -1.2022 -0.9747  0.0099
C9 3.3427 3.2113 -0.7081  0.1593
C10 -2.2853 4.4093 1.0413  0.0049
C11 2.6469 0.8974 -0.7753  0.2335
C12 -5.1336 1.2284 1.9052  0.0038
C13 -0.3553 -5.6307 -2.9248  0.0009
C14 -0.4180 0.5165 4.2159  0.0165
C15 2.4937 0.1205 -5.5006  0.0003
C16 4.7389 -4.1177 -3.6924  0.0156
C17 -3.0570 2.0939 -1.5609  0.0071
C18 -2.0496 -1.4847 -0.5574  -0.0215
C19 1.0840 0.3382 4.4383  0.0134
C20 -0.1029 -2.1627 -1.7611  -0.1408
C21 -6.4945 1.5395 1.7742  0.0020
C22 2.0103 -0.9816 -2.0947  0.1072
C23 -0.9629 -1.8009 2.5387  0.0020
C24 -6.9895 0.1379 3.6771  0.0011
C25 -1.9926 -3.6726 -1.5444  0.0748
C26 5.0817 -1.2526 0.9145  -0.0045
C27 2.4523 2.2425 -1.1257  -0.0483
C28 4.4498 2.8482 0.0538  0.1257
C29 4.9909 -3.9814 -5.0560  0.0076
C30 -5.6649 -0.1751 3.8505  -0.0021
C31 -2.9571 1.3827 1.1634  0.0113
C32 -4.7004 0.3511 2.9765  0.0037
C33 4.0892 -3.0996 -3.0126  -0.0086
C34 -0.7264 -3.4135 -2.0542  -0.0175
C35 4.7000 1.5205 0.3520  -0.0411
C36 -1.2162 -0.3803 5.1565  -0.0014
C37 -0.0335 3.3308 1.1788  0.0550
C38 -0.8236 4.2978 -1.0046  0.0096
C39 4.5697 -2.8576 -5.7230  -0.0056
C40 3.8622 -1.8275 -5.0622  0.0243
H1 5.0972 -0.7872 1.9036  0.0055
H2 -2.4736 -4.6197 -1.7141  0.0018
H3 3.2007 4.2425 -0.9887  -0.0038
H4 -0.2050 5.1611 -0.7736  -0.0003
H5 -2.5381 2.4210 -2.4608  -0.0016
H6 -0.0964 -2.2302 3.0404  0.0019
H7 0.4594 4.2681 1.4318  0.0067
H8 1.6150 2.4903 -1.7744  -0.0053
H9 -1.8967 5.4167 1.1842  0.0011
H10 -3.2237 4.4918 0.4983  0.0007
H11 2.9076 0.9128 -4.8706  -0.0001
H12 1.6626 0.9859 3.7780  -0.0075
H13 1.3248 0.6057 5.4654  0.0003
H14 5.1363 3.6056 0.4017  0.0009
H15 6.0229 -1.0437 0.3977  0.0069
H16 -1.8641 -2.0279 3.1054  0.0014
H17 -2.4907 3.9979 2.0289  -0.0006
H18 -0.8020 2.1236 5.5716  0.0001
H19 1.4312 -2.7055 -3.0006  -0.0070
H20 -1.6811 4.6565 -1.5652  0.0007
H21 -1.4271 -5.7823 -3.0450  -0.0002
H22 -3.5429 1.1417 -1.7735  0.0006
H23 3.7251 -0.1090 -2.7015  0.0019
H24 -8.4520 1.2214 2.5266  0.0000
H25 5.5167 -4.7577 -5.5878  0.0002
H26 4.9509 -2.3283 1.0206  0.0001
H27 -0.3620 2.8547 2.1031  0.0005
H28 -0.9087 -1.4200 5.1165  0.0006
H29 0.1530 -6.0060 -3.8108  0.0000
H30 -0.2440 3.6381 -1.6514  0.0064
H31 1.6367 -0.3406 -5.0017  0.0008
H32 -2.6180 -0.7505 -0.0006  -0.0142
H33 -7.7313 -0.2726 4.3450  0.0000
H34 -3.6489 -2.9021 -0.4549  0.0000
H35 -6.7988 2.2019 0.9798  0.0000
H36 -3.8111 2.8273 -1.2765  0.0065
H37 1.3994 -0.6918 4.2812  0.0032
H38 4.7428 -2.7445 -6.7820  -0.0003
H39 5.0673 -4.9971 -3.1606  0.0001
H40 3.9509 -3.1668 -1.9433  -0.0010
H41 -2.2850 -0.3108 4.9573  -0.0013
H42 -1.8052 2.2118 4.1392  0.0001
H43 2.1702 0.5651 -6.4424  0.0000
H44 5.5874 1.2687 0.9065  -0.0020
H45 -1.0533 -0.0381 6.1766  0.0048
H46 -0.0043 -6.1791 -2.0475  -0.0003
H47 0.7121 2.6824 0.6774  0.0021
H48 -5.3443 -0.8209 4.6536  0.0001
H49 -0.0894 2.6792 4.0822  0.0005
H50 -1.0346 -2.2434 1.5459  0.0035

* E_HOMO (spin up / spin down): -15.22 / -15.07 eV
* charge: +3
* expectation value of S²: 6.06
* multiplicity: 5
* energy: -2830.3196 hartree
* Kohn-Sham gap (spin up / spin down): 6.348 / 3.087 eV